C3H5N3O2S | the ωB97M-V functional and the def2-TZVPD basis

energy above the lowest of the compared OMol25 structures with the same formula, charge and spin: 105.67 kcal/mol
LUMO (spin up / spin down): -0.0799 / -0.0337 Ha
frontier orbital gap (spin up / spin down): 5.979 / 8.095 eV
F_max: 5.3 eV/Å

Geometry as XYZ:
```
14
C3H5N3O2S | the Open Molecules 2025 dataset | the ωB97M-V functional and the def2-TZVPD basis
C 0.93686 0.22082 0.01892
C -1.25022 1.14309 0.06227
C -0.82061 -1.24332 -0.07140
N 1.47508 1.55250 -0.15262
N 1.01421 2.71668 -0.35360
N -0.41162 0.10425 -0.00501
O 1.81591 -0.59271 0.30215
O -2.23277 0.28189 -1.98604
S -2.55051 1.31591 -0.95006
H -1.24615 -1.28450 -1.06319
H -0.08596 -1.91397 0.23911
H -1.85815 -1.28595 0.42871
H 2.43226 1.59124 0.05980
H -0.01862 2.79025 -0.30513
```

Atomic partial charges in e from the Löwdin method, atoms 1 to 4: -0.4251, -0.3317, -0.0200, -0.0204